14
Properties=species:S:1:pos:R:3:lowdin_charge:R:1 method="wB97M-V/def2-TZVPD" fmax_ev_per_a=3.2 e_tot_ev=-6793.391 smiles=C[C@@H](O)CN homo_energy_ev=-8.77
C -0.8096 -0.7883 -1.2358 -0.0567
C 0.3389 -0.6348 -0.2579 -0.4268
O 1.4185 0.1251 -0.8512 -0.0812
C 0.1546 -0.0337 1.0964 -0.2477
N -0.3194 1.3557 1.3160 -0.0170
H -1.7053 -1.3103 -0.8335 0.0863
H -0.5553 -1.2293 -2.2007 0.0762
H -1.2821 0.1917 -1.4371 0.0821
H 0.8742 -1.6036 -0.0939 0.1492
H 1.3660 0.7506 -1.5784 0.0881
H 1.1944 0.0536 1.4828 0.1165
H -0.5345 -0.6626 1.6889 0.1211
H -0.3548 1.8258 2.2051 0.0561
H 0.2144 1.9603 0.6994 0.0538

43
Properties=species:S:1:pos:R:3:lowdin_charge:R:1 method="wB97M-V/def2-TZVPD" fmax_ev_per_a=1.3 e_tot_ev=-44171.377 charge=+1 homo_energy_ev=-13.49
C 3.3981 1.7434 1.3222 -0.0730
C 2.3149 0.6774 1.5077 -0.3825
C 2.8635 -0.4169 2.4330 -0.0625
C 1.8175 0.0352 0.1795 -0.3286
C 2.2457 0.7561 -1.1020 -0.0481
C 0.3469 -0.2222 0.1879 -0.0842
O -0.4018 1.0457 -0.0725 0.0620
C -1.5267 1.1911 0.5370 -0.3582
N -2.6701 0.5182 0.3503 0.2340
B -2.9246 -0.6067 -0.6614 -0.6265
N -2.4452 -1.8987 -0.3428 0.2400
O -3.5475 -0.1803 -1.7723 0.2384
C -3.6149 1.0516 1.2024 -0.0594
C -5.0409 0.6078 1.3052 -0.5884
F -5.1448 -0.6949 1.0178 0.1721
F -5.4798 0.8117 2.5419 0.1864
F -5.8257 1.2715 0.4681 0.1945
C -3.0491 2.0637 1.9217 0.0273
N -1.7484 2.1277 1.4813 -0.3849
Cl -0.6093 3.2364 2.0242 0.8747
H 4.2704 1.3168 0.8343 0.0880
H 3.7249 2.0695 2.3063 0.0794
H 3.0454 2.6147 0.7802 0.0742
H 1.4742 1.1528 2.0162 0.0956
H 3.5240 0.0039 3.1864 0.0773
H 3.4512 -1.1411 1.8739 0.0837
H 2.0746 -0.9497 2.9604 0.0782
H 2.2647 -0.9570 0.1356 0.1289
H 3.3160 0.6340 -1.2281 0.0863
H 1.9940 1.8093 -1.0796 0.0797
H 1.7802 0.2675 -1.9548 0.0685
H 0.0801 -0.9280 -0.5928 0.0931
H -0.0012 -0.6349 1.1340 0.1431
H -2.6575 -2.5859 -1.0549 0.1044
H -2.7123 -2.2623 0.5622 0.1075
H -3.8483 -0.8928 -2.3461 0.1319
H -3.4825 2.7061 2.6623 0.1501
C 2.3172 -2.5584 -4.5957 -0.0551
C 1.8065 -2.5721 -3.2324 -0.2623
N 1.4170 -2.5819 -2.1589 0.1511
H 2.2171 -3.5483 -5.0358 0.0887
H 1.7562 -1.8430 -5.1933 0.0860
H 3.3676 -2.2750 -4.5916 0.0885

13
Properties=species:S:1:pos:R:3:lowdin_charge:R:1 method="wB97M-V/def2-TZVPD" fmax_ev_per_a=0.4 e_tot_ev=-9269.501 homo_energy_ev=-8.15
C 2.0710 -0.3078 0.1599 -0.0025
C 0.6153 -0.0677 -0.0618 -0.3832
N -0.0255 -0.4762 -1.1461 0.1157
C -1.2642 0.0772 -0.9968 -0.1884
C -1.4524 0.8965 0.2110 -0.1534
O -2.1893 -0.5537 0.3745 -0.0651
N -0.1548 0.6510 0.7747 0.0655
H 2.4319 -1.0209 -0.5819 0.0828
H 2.2745 -0.6867 1.1658 0.0851
H 2.6163 0.6346 0.0351 0.0909
H -1.9768 -0.0036 -1.8106 0.1244
H -3.1128 -0.2932 0.2377 0.0895
H 0.1903 1.1369 1.5880 0.1388

78
Properties=species:S:1:pos:R:3:lowdin_charge:R:1 method="wB97M-V/def2-TZVPD" fmax_ev_per_a=2.2 e_tot_ev=-132942.181 homo_energy_ev=-6.69
Cu 0.6713 0.0928 -0.1699 0.3048
C 0.1723 -3.0427 -1.5712 -0.3539
O 0.2658 -2.0321 -0.6520 -0.3723
H 0.3289 -4.0231 -1.0841 0.0571
H -0.7730 -3.1292 -2.1441 0.0387
H 0.9158 -3.0340 -2.3983 0.0510
C -3.6680 -1.0014 3.5248 -0.2295
C -2.4076 -1.7770 3.1671 -0.1949
C -2.0492 -1.4308 1.6959 -0.1905
S -2.7206 0.2407 1.3639 0.7060
O -3.7790 0.1195 0.3490 -0.3457
O -1.6618 1.1582 1.0864 -0.3167
C -3.5278 0.4275 3.0087 -0.2177
H -3.9793 -0.9123 4.5690 0.1147
H -4.5827 -1.3885 3.0663 0.1196
H -2.6427 -2.8402 3.2021 0.1135
H -1.5359 -1.5621 3.7796 0.1099
H -2.5359 -2.0465 0.9434 0.1052
H -0.9706 -1.4654 1.5558 0.0717
H -4.4187 1.0364 2.8716 0.1013
H -2.8304 1.0418 3.5851 0.1016
C -0.5233 5.5047 1.3213 -0.2033
C -0.9941 5.6156 -0.1252 -0.2354
C -0.6877 4.3148 -0.8254 -0.2114
S 0.9734 3.8203 -0.1920 0.7354
O 2.0128 4.2426 -1.1307 -0.3205
O 0.7951 2.4697 0.3027 -0.3397
C 0.9045 4.9485 1.2556 -0.2076
H -1.2316 4.9417 1.9242 0.1170
H -0.3653 6.4880 1.7661 0.1105
H -0.6435 6.5062 -0.6511 0.1193
H -2.0845 5.7188 -0.1699 0.1145
H -0.7003 4.2202 -1.9062 0.1086
H -1.3254 3.5485 -0.3785 0.0843
H 1.6118 5.7457 1.0242 0.0991
H 1.3493 4.3691 2.0625 0.1005
C -3.5897 -0.6553 -3.4751 -0.2088
C -4.2059 0.6475 -2.8985 -0.2017
C -3.0987 1.7120 -2.8775 -0.1931
S -1.4674 0.8424 -2.8924 0.7261
O -0.6721 1.1245 -1.7136 -0.3315
O -0.9280 1.1100 -4.2154 -0.3274
C -2.2273 -0.8077 -2.8658 -0.2256
H -3.5989 -0.6515 -4.5654 0.1155
H -4.1744 -1.5191 -3.1537 0.1165
H -4.6261 0.4641 -1.9070 0.0869
H -5.1241 0.9750 -3.3903 0.1095
H -3.0116 2.2400 -1.9225 0.0826
H -3.1456 2.4764 -3.6469 0.0986
H -2.3633 -1.0046 -1.7960 0.0971
H -1.5027 -1.5475 -3.1969 0.0922
C 2.8882 -3.1172 4.0917 -0.2034
C 1.7088 -3.6055 3.2198 -0.2070
C 1.9812 -3.1435 1.8073 -0.2128
S 2.7650 -1.4917 1.9340 0.7209
O 1.7595 -0.4659 1.8621 -0.3105
O 3.9600 -1.4626 1.1060 -0.3134
C 3.2374 -1.6944 3.6553 -0.2276
H 3.7507 -3.7734 3.9610 0.1144
H 2.6886 -3.1296 5.1627 0.1099
H 0.7612 -3.1316 3.4940 0.1059
H 1.5694 -4.6846 3.2333 0.1160
H 1.1356 -3.1019 1.1166 0.0770
H 2.7773 -3.7129 1.3195 0.1091
H 2.6905 -0.9570 4.2463 0.1020
H 4.2791 -1.4122 3.8026 0.1039
O 2.7944 0.4835 -1.1347 0.1020
C 3.4768 -0.1725 -1.8850 -0.4465
O 4.1198 0.3981 -2.8974 0.0480
C 4.7291 -0.5803 -3.7670 -0.1265
C 4.1432 -1.9255 -3.3294 -0.1517
C 3.6615 -1.6873 -1.9209 -0.0726
H 5.8045 -0.5232 -3.6022 0.1233
H 4.4314 -0.3352 -4.7831 0.1234
H 4.9028 -2.7063 -3.3765 0.1122
H 3.3186 -2.2318 -3.9744 0.1137
H 4.3626 -2.0309 -1.1627 0.1120
H 2.6765 -2.0968 -1.6887 0.0963

46
Properties=species:S:1:pos:R:3:lowdin_charge:R:1 method="wB97M-V/def2-TZVPD" fmax_ev_per_a=2.2 e_tot_ev=-26068.228 smiles=NCCN1CCCC1.O.O.O.O.O.O.O.O homo_energy_ev=-8.65
N 2.4090 -0.0145 -1.4791 -0.0035
C 1.7595 1.0645 -0.7181 -0.2170
C 1.1209 0.5270 0.5579 -0.2264
N 0.1866 1.5234 1.0255 -0.1546
C 0.6795 2.5007 2.0241 -0.1721
C 0.2784 1.9334 3.3708 -0.1851
C -1.0952 1.3588 3.1365 -0.1680
C -1.1214 1.0831 1.6105 -0.1397
H 3.2037 -0.4128 -0.9899 0.0584
H 2.7548 0.3314 -2.3677 0.0975
H 2.3248 1.9749 -0.5137 0.1178
H 0.9094 1.3460 -1.3455 0.0948
H 0.7381 -0.4672 0.4049 0.0584
H 1.9672 0.3688 1.2532 0.1254
H 1.7715 2.5152 2.0188 0.1172
H 0.2081 3.4447 1.7653 0.1194
H 0.9701 1.1643 3.7226 0.1095
H 0.4033 2.7297 4.1128 0.1109
H -1.9769 1.9474 3.4143 0.1055
H -1.3813 0.4890 3.7314 0.0998
H -1.3249 0.0328 1.4161 0.0912
H -1.8690 1.6707 1.0837 0.1069
O -3.8066 -1.9794 1.3337 -0.0488
H -4.5161 -1.7990 0.7364 0.0175
H -3.1831 -2.3506 0.7084 0.0088
O -1.0989 2.9095 -1.9543 -0.0706
H -1.3466 3.7670 -1.5746 0.0394
H -0.9067 2.5563 -1.0647 0.0038
O 0.7232 -2.0612 2.4192 -0.0449
H -0.0710 -2.1948 2.9420 0.0492
H 0.4940 -1.4955 1.6763 -0.0294
O -2.9222 -0.6512 -2.1773 -0.0431
H -2.0198 -0.9666 -2.2828 -0.0061
H -3.2538 -0.7675 -3.0748 0.0462
O 3.3755 -2.1848 0.1530 -0.0484
H 2.9609 -2.1861 1.0264 0.0357
H 3.4896 -3.1157 -0.0559 0.0484
O 0.6276 -1.7953 -2.5445 -0.0989
H 1.1705 -1.1490 -2.0057 0.0156
H 1.1096 -2.6263 -2.5130 0.0650
O 0.0210 -0.1033 -4.5689 -0.0751
H -0.2542 0.2097 -3.7032 0.0017
H 0.3630 -0.9733 -4.3018 0.0059
O -0.7997 -1.7869 -0.2601 -0.0500
H -0.6358 -1.3791 -1.0932 -0.0198
H -0.0733 -2.4196 -0.3233 0.0516

59
Properties=species:S:1:pos:R:3:lowdin_charge:R:1 method="wB97M-V/def2-TZVPD" fmax_ev_per_a=0.7 e_tot_ev=-70820.744 charge=+1 homo_energy_ev=-10.71
Cd 0.2148 -0.8859 -0.3718 1.1552
C -0.2484 1.3629 3.9464 -0.0285
C 1.1818 0.9516 3.7039 -0.2091
C 2.0685 0.8331 4.7643 -0.0340
C 3.3707 0.4077 4.5619 -0.0561
C 3.8015 0.0837 3.2875 -0.0320
C 2.9460 0.1846 2.1974 -0.2157
C 3.4247 -0.1788 0.8180 -0.0556
C 1.6410 0.6309 2.4186 -0.2204
N 0.7099 0.7391 1.3368 0.0679
C 0.4388 1.8874 0.8545 -0.2827
C 1.1584 3.1604 1.1766 0.0254
C -0.6877 1.9982 -0.1237 -0.2768
C -1.6332 3.1394 0.0860 0.0253
N -0.7825 1.1225 -1.0429 0.0508
C -1.7467 1.2634 -2.0859 -0.2229
C -2.8809 0.4518 -2.0969 -0.2165
C -3.0930 -0.5839 -1.0234 -0.0603
C -3.7915 0.6035 -3.1338 -0.0312
C -3.5668 1.5257 -4.1415 -0.0541
C -2.4185 2.3004 -4.1314 -0.0295
C -1.4861 2.1838 -3.1098 -0.2055
C -0.2126 2.9892 -3.1342 -0.0257
H -0.4819 1.3047 5.0070 0.0852
H -0.9391 0.7138 3.4059 0.0797
H -0.4379 2.3915 3.6301 0.0730
H 1.7295 1.0706 5.7649 0.1178
H 4.0494 0.3259 5.4003 0.1127
H 4.8203 -0.2454 3.1262 0.1195
H 4.5112 -0.1392 0.7673 0.0884
H 3.0318 0.4925 0.0521 0.0666
H 3.1291 -1.2012 0.5734 0.0387
H 2.1358 2.9441 1.6022 0.1010
H 0.5953 3.7561 1.8979 0.1020
H 1.2765 3.7568 0.2709 0.1011
H -1.7978 3.2914 1.1532 0.0994
H -2.5821 2.9410 -0.4078 0.1022
H -1.2224 4.0644 -0.3244 0.1009
H -2.7938 -0.2220 -0.0377 0.0640
H -2.5205 -1.4869 -1.2614 0.0482
H -4.1401 -0.8745 -0.9695 0.0899
H -4.6850 -0.0078 -3.1480 0.1194
H -4.2851 1.6364 -4.9428 0.1133
H -2.2359 3.0028 -4.9349 0.1191
H -0.0578 3.4196 -4.1208 0.0865
H 0.6492 2.3650 -2.8937 0.0828
H -0.2383 3.8168 -2.4207 0.0728
Cl -0.9790 -3.0370 0.6512 0.6381
C -0.2431 -4.3011 -0.3066 -0.6509
C -0.7599 -5.5704 -0.1033 -0.1191
C -0.2137 -6.6465 -0.7720 -0.0676
C 0.8440 -6.4442 -1.6420 -0.0979
C 1.3364 -5.1707 -1.8539 -0.6953
Cl 2.6474 -4.9706 -2.9558 0.6896
C 0.8059 -4.0414 -1.1941 -0.7284
S 1.5374 -2.4865 -1.5734 0.4435
H -1.5873 -5.7029 0.5804 0.1072
H -0.6044 -7.6410 -0.6115 0.1156
H 1.2973 -7.2748 -2.1649 0.1127

165
Properties=species:S:1:pos:R:3:lowdin_charge:R:1 method="wB97M-V/def2-TZVPD" fmax_ev_per_a=4.2 e_tot_ev=-222393.909 smiles="CCOS(C)(=O)=O.CCOS(C)(=O)=O.CCOS(C)(=O)=O.CCOS(C)(=O)=O.CCOS(C)(=O)=O.CCOS(C)(=O)=O.CCOS(C)(=O)=O.CCOS(C)(=O)=O.CCOS(C)(=O)=O.CCOS(C)(=O)=O.CCOS(C)(=O)=O" homo_energy_ev=-10.50
C 0.8372 0.9298 4.7941 -0.0388
C 0.0377 2.0386 5.5513 -0.2298
O -0.8854 1.4827 6.5243 -0.2873
S -2.4789 1.2049 6.0698 0.7310
C -3.0061 2.9652 6.3926 -0.0762
O -2.4810 0.9780 4.6035 -0.3302
O -3.2568 0.3329 6.9819 -0.3002
H 0.1905 0.2679 4.2180 0.0644
H 1.3406 0.2770 5.5072 0.0795
H 1.4962 1.4154 4.0743 0.0539
H 0.7123 2.7671 6.0012 0.1230
H -0.5560 2.7582 4.9875 0.0897
H -2.9329 3.1686 7.4610 0.0757
H -3.9771 3.0561 5.9059 0.0709
H -2.3113 3.5510 5.7908 0.0384
C 0.4056 -3.6707 3.7194 -0.0120
C 1.4840 -3.1814 2.6417 -0.2770
O 0.8067 -3.2149 1.4286 -0.2852
S 1.6896 -3.3893 0.0123 0.7159
C 2.2243 -5.1751 0.1538 -0.0727
O 0.7916 -3.2849 -1.1731 -0.3284
O 2.8644 -2.4943 0.0453 -0.3117
H 0.9839 -3.7728 4.6377 0.0676
H -0.1279 -4.5845 3.4577 0.0694
H -0.3814 -2.9327 3.8745 0.0664
H 1.7993 -2.1611 2.8602 0.0809
H 2.4591 -3.6683 2.6552 0.1109
H 1.2765 -5.6445 0.4173 0.0589
H 2.9139 -5.2811 0.9912 0.0672
H 2.5141 -5.4784 -0.8523 0.0707
C -6.0065 -5.4758 2.3986 -0.0358
C -4.9313 -5.5989 1.2341 -0.1911
O -4.5146 -4.2026 0.8869 -0.3221
S -3.7010 -3.9132 -0.5231 0.6627
C -2.1623 -4.8481 -0.0838 -0.0932
O -4.4087 -4.6440 -1.5987 -0.3051
O -3.4245 -2.5138 -0.5879 -0.2683
H -6.4602 -6.4580 2.5311 0.0742
H -6.8166 -4.8123 2.0959 0.0782
H -5.5973 -5.0657 3.3219 0.0621
H -4.0761 -6.2271 1.4832 0.1001
H -5.3854 -6.0539 0.3538 0.1078
H -1.4007 -4.7099 -0.8512 0.0520
H -2.4488 -5.8956 0.0103 0.0568
H -1.9087 -4.4375 0.8935 0.0618
C 3.0864 0.2179 1.9263 -0.0556
C 3.8740 0.3533 3.1925 -0.2832
O 3.3536 -0.5729 4.1412 -0.2981
S 4.2913 -1.7794 4.7685 0.6782
C 5.4371 -0.7604 5.8335 -0.0815
O 3.4870 -2.6205 5.6701 -0.2998
O 5.1623 -2.3474 3.7378 -0.3095
H 2.1083 -0.2341 2.0906 0.0699
H 3.6035 -0.5017 1.2915 0.0598
H 2.9595 1.1691 1.4093 0.0796
H 4.9448 0.3870 2.9915 0.1111
H 3.6963 1.3433 3.6126 0.1188
H 5.6164 0.1943 5.3390 0.0599
H 6.3277 -1.3829 5.9201 0.0647
H 4.9645 -0.7042 6.8141 0.0648
C 0.5875 3.1042 1.5565 -0.0659
C -0.5446 4.1042 1.3809 -0.2630
O -1.5325 3.7396 2.3113 -0.2863
S -2.9116 4.5780 2.4537 0.6680
C -4.0750 3.1136 2.3958 -0.0659
O -2.9257 5.2085 3.7851 -0.3129
O -2.9938 5.3621 1.2267 -0.2998
H 0.2705 2.1155 1.8883 0.0613
H 1.2765 3.4612 2.3221 0.0753
H 1.1912 3.1018 0.6490 0.0674
H -0.3071 5.1673 1.4203 0.1308
H -0.9208 3.9554 0.3688 0.0955
H -3.6041 2.4625 3.1323 0.0287
H -4.0268 2.8192 1.3474 0.0531
H -4.9982 3.6014 2.7088 0.0743
C 4.1221 -3.5797 -7.7834 -0.0653
C 2.6297 -3.4967 -7.4929 -0.3029
O 2.4785 -2.4919 -6.5063 -0.2754
S 0.9659 -2.2751 -5.8083 0.6717
C 1.0676 -3.6544 -4.5543 -0.0897
O 1.0013 -1.0098 -5.1031 -0.2912
O -0.0383 -2.6444 -6.7602 -0.2705
H 4.5426 -4.1780 -6.9752 0.0771
H 4.6493 -2.6257 -7.7752 0.0725
H 4.2960 -3.9712 -8.7857 0.0836
H 2.2324 -3.2263 -8.4712 0.1173
H 2.2145 -4.4854 -7.2976 0.1183
H 1.9824 -3.4294 -4.0060 0.0617
H 1.1395 -4.5832 -5.1204 0.0563
H 0.1784 -3.6830 -3.9245 0.0627
C 6.7110 -0.4301 0.3615 -0.0443
C 6.0482 0.5274 -0.6283 -0.2904
O 5.6320 1.6354 0.1506 -0.2894
S 4.8569 2.8905 -0.6866 0.6754
C 6.3692 3.7174 -1.4759 -0.0753
O 3.9915 2.3789 -1.7313 -0.2996
O 4.3089 3.7952 0.3135 -0.2978
H 6.1100 -0.4595 1.2704 0.0588
H 7.6957 0.0008 0.5425 0.0800
H 6.8743 -1.4317 -0.0363 0.0860
H 6.6949 0.9054 -1.4201 0.1104
H 5.1509 0.0092 -0.9666 0.1111
H 6.0659 4.5774 -2.0728 0.0717
H 6.8745 2.9864 -2.1071 0.0504
H 7.0004 3.9564 -0.6200 0.0638
C -4.0853 -2.4839 4.9619 -0.0533
C -5.3052 -1.5509 5.0456 -0.3102
O -6.2421 -1.8576 4.0786 -0.2449
S -6.4851 -0.7475 2.8616 0.7085
C -5.2692 -1.2931 1.6201 -0.1131
O -7.8219 -0.9670 2.3195 -0.2883
O -5.9739 0.5906 3.2441 -0.3269
H -3.6339 -2.4627 3.9699 0.0593
H -4.3539 -3.5085 5.2193 0.0717
H -3.3808 -2.0968 5.6980 0.0667
H -5.8518 -1.8119 5.9518 0.1293
H -4.9127 -0.5353 5.0964 0.0880
H -5.8061 -2.1056 1.1303 0.0524
H -4.3897 -1.7023 2.1172 0.0355
H -5.0865 -0.4662 0.9338 0.0766
C -1.5754 -0.2367 1.4786 -0.0283
C -1.6228 0.1739 0.0092 -0.2875
O -0.5495 1.0431 -0.2102 -0.2751
S -0.1494 1.3381 -1.8039 0.6766
C 1.2418 0.1060 -2.0638 -0.0690
O -1.2920 0.9287 -2.6556 -0.3090
O 0.4065 2.6654 -1.8687 -0.2947
H -1.8237 0.5746 2.1629 0.0592
H -0.6417 -0.7088 1.7844 0.0694
H -2.3642 -0.9760 1.6180 0.0560
H -1.4767 -0.7109 -0.6103 0.0987
H -2.5586 0.5921 -0.3616 0.1080
H 1.7756 0.3203 -2.9897 0.0517
H 0.7103 -0.8456 -2.0755 0.0413
H 1.9308 0.2581 -1.2330 0.0510
C -3.6768 3.4860 -1.5921 -0.0447
C -4.2967 3.8815 -2.9470 -0.2951
O -4.2225 5.2399 -3.2272 -0.2591
S -4.3568 5.7564 -4.7886 0.6534
C -2.5727 5.4618 -5.3180 -0.0806
O -5.3053 4.8962 -5.4565 -0.2838
O -4.5064 7.1864 -4.7759 -0.2833
H -4.3174 3.8108 -0.7721 0.0630
H -2.6720 3.8748 -1.4266 0.0744
H -3.6124 2.4031 -1.4858 0.0635
H -3.7863 3.3743 -3.7658 0.1040
H -5.3225 3.5152 -2.9875 0.1217
H -2.3351 4.3997 -5.2569 0.0459
H -1.9300 6.0916 -4.7030 0.0716
H -2.6757 5.7787 -6.3558 0.0600
C 0.4828 2.5882 -5.7108 -0.0398
C 2.0199 2.7574 -5.7966 -0.2844
O 2.4956 2.4601 -7.0796 -0.2692
S 4.1187 2.3117 -7.2305 0.6547
C 4.0879 0.5939 -6.5238 -0.0999
O 4.4438 2.2763 -8.6329 -0.2748
O 4.7970 3.2306 -6.3432 -0.2899
H -0.1295 2.9394 -6.5413 0.0793
H 0.0827 3.0870 -4.8280 0.0619
H 0.2111 1.5519 -5.5099 0.0570
H 2.2611 3.8086 -5.6384 0.1156
H 2.5540 2.2384 -5.0007 0.1045
H 3.2510 0.0239 -6.9272 0.0533
H 4.0788 0.5726 -5.4341 0.0625
H 4.9872 0.0954 -6.8855 0.0573